[1]
{
  "formula": "C18H24FN2O13S",
  "method": "the ωB97M-V functional and the def2-TZVPD basis",
  "symbols": ["O", "C", "N", "N", "C", "O", "O", "S", "O", "O", "F", "O", "C", "O", "C", "C", "C", "H", "H", "H", "H", "H", "H", "O", "C", "O", "C", "C", "C", "H", "H", "H", "H", "H", "H", "O", "C", "O", "C", "C", "C", "H", "H", "H", "H", "H", "H", "O", "C", "O", "C", "C", "C", "H", "H", "H", "H", "H", "H"],
  "positions_angstrom": [[4.52501, -2.96686, -0.29594], [3.81536, -2.73216, -1.17831], [3.00516, -2.54395, -2.09288], [1.98805, -1.56021, -1.81194], [2.48760, -0.45987, -0.91548], [3.26049, 0.32679, -1.47135], [2.14124, -0.41910, 0.27663], [0.54268, -2.26750, -1.34096], [-0.41539, -1.24955, -1.04968], [0.12277, -3.08756, -2.44691], [0.81873, -3.20867, -0.11392], [8.93746, 0.71105, 2.14590], [7.76967, 0.47612, 2.00031], [7.17360, 0.43106, 0.79315], [5.74698, 0.23531, 0.94696], [5.58295, -0.39143, 2.32039], [6.74536, 0.22913, 3.09214], [5.25304, 1.20410, 0.86844], [5.38018, -0.40371, 0.15064], [4.60431, -0.20625, 2.75729], [5.72129, -1.47194, 2.25310], [6.47611, 1.18769, 3.53917], [7.14751, -0.43690, 3.85095], [-3.47110, -3.15038, -0.36587], [-3.88485, -3.21671, -1.48387], [-4.73218, -4.19572, -1.90498], [-4.96043, -4.06593, -3.31726], [-4.64053, -2.61424, -3.64463], [-3.54165, -2.29683, -2.63347], [-4.30164, -4.76401, -3.83973], [-5.99427, -4.32868, -3.53430], [-4.34687, -2.46162, -4.68173], [-5.51336, -1.98882, -3.44797], [-2.54992, -2.55639, -3.00859], [-3.56140, -1.25744, -2.31765], [-5.05416, 1.62232, -1.79401], [-4.88539, 1.29074, -0.65531], [-5.90512, 0.91583, 0.16337], [-5.40230, 0.67939, 1.48974], [-3.91921, 0.39655, 1.30988], [-3.57065, 1.25470, 0.09827], [-5.58638, 1.57282, 2.09313], [-5.94071, -0.15783, 1.92998], [-3.32752, 0.62436, 2.19506], [-3.77009, -0.65754, 1.06737], [-3.29665, 2.26877, 0.38443], [-2.78585, 0.81276, -0.50484], [-0.87876, 2.34750, -0.54644], [-0.33850, 3.02057, 0.27407], [-1.00245, 3.57003, 1.33636], [-0.10787, 4.39931, 2.09294], [1.28685, 3.89216, 1.75519], [1.11748, 3.42189, 0.31238], [-0.25697, 5.43985, 1.79141], [-0.34607, 4.30304, 3.15076], [2.06267, 4.64500, 1.88804], [1.53273, 3.03996, 2.39055], [1.28828, 4.22968, -0.40108], [1.75470, 2.56937, 0.08114]],
  "nbo_charge": [-0.470, 0.884, -0.424, -0.546, 0.821, -0.720, -0.738, 2.493, -0.885, -0.942, -0.463, -0.591, 0.791, -0.487, -0.069, -0.430, -0.528, 0.187, 0.222, 0.232, 0.209, 0.227, 0.232, -0.566, 0.795, -0.501, -0.070, -0.428, -0.537, 0.175, 0.186, 0.218, 0.210, 0.263, 0.252, -0.582, 0.793, -0.505, -0.068, -0.435, -0.532, 0.166, 0.190, 0.218, 0.231, 0.246, 0.275, -0.547, 0.796, -0.511, -0.068, -0.428, -0.538, 0.168, 0.188, 0.213, 0.216, 0.229, 0.285],
  "multiplicity": 1,
  "total_energy_ha": -2286.08303,
  "total_charge": -1
}

[2]
{
  "formula": "CCl6NP",
  "method": "the ωB97M-V functional and the def2-TZVPD basis",
  "symbols": ["C", "N", "P", "Cl", "Cl", "Cl", "Cl", "Cl", "Cl"],
  "positions_angstrom": [[-2.12561, -0.64939, 0.13068], [2.00117, -0.67630, 0.54482], [0.98652, 0.52308, 0.24207], [-3.19241, 0.49552, -0.66782], [-0.85372, -1.16594, -0.76585], [-1.59160, 0.10364, 1.65088], [1.79223, -1.94397, -0.50779], [1.46178, 2.17720, 1.11329], [1.52164, 1.13617, -1.74028]],
  "nbo_charge": [-0.171, -0.905, 1.139, 0.036, 0.183, 0.037, 0.203, -0.188, -0.334],
  "multiplicity": 1,
  "de_lowest_kj_mol": 458.8
}

[3]
{
  "formula": "C20H29NO",
  "method": "the ωB97M-V functional and the def2-TZVPD basis",
  "symbols": ["C", "C", "C", "C", "C", "C", "C", "C", "O", "C", "C", "N", "C", "C", "C", "C", "C", "C", "C", "C", "C", "C", "H", "H", "H", "H", "H", "H", "H", "H", "H", "H", "H", "H", "H", "H", "H", "H", "H", "H", "H", "H", "H", "H", "H", "H", "H", "H", "H", "H", "H"],
  "positions_angstrom": [[0.14856, -3.54215, 0.51547], [0.17408, -2.25114, -0.14410], [1.58272, -1.43672, 0.29915], [2.14024, -0.45045, -0.85719], [3.46560, -0.06700, -0.71576], [3.53808, 1.20196, 0.30462], [4.74960, 1.74614, 0.42090], [5.80972, 1.09295, 0.28942], [7.05287, 1.49632, 0.46445], [5.91693, -0.37331, -0.22575], [4.46563, -0.73021, -0.50742], [-0.99469, -1.47972, 0.73873], [-1.20733, 0.02311, 0.23313], [-2.16461, 0.40906, 1.24645], [-2.39237, 2.15812, 1.08949], [-2.99745, 2.19829, -0.48360], [-4.21155, 1.57263, -0.50953], [-4.14780, 0.18613, -0.11441], [-3.61885, -0.06346, 1.17186], [-3.06372, -0.65440, -1.14451], [-1.83086, 0.17088, -1.14903], [-2.07254, 1.59313, -1.23690], [0.95757, -4.14040, -0.15207], [-0.74334, -3.84584, 0.24452], [0.39847, -3.67362, 1.45979], [-0.03141, -1.97377, -1.11396], [2.23635, -2.40936, 0.46730], [1.47739, -0.91202, 1.17475], [2.21805, -1.20918, -1.87251], [1.26975, 0.21541, -1.08981], [2.77857, 1.62091, 0.24441], [4.91222, 2.57591, 0.89674], [7.23015, 2.25052, 0.91045], [6.69362, -0.99986, -0.51899], [4.44855, -1.82515, -1.16859], [-0.89162, -1.60182, 1.85732], [-0.29063, 0.58024, 0.28197], [-1.77845, 0.66076, 2.13033], [-3.11130, 2.60972, 1.83928], [-1.53317, 2.66762, 1.30149], [-3.26637, 3.37104, -0.42267], [-5.05987, 1.93790, 0.38114], [-4.78194, 1.56961, -1.53929], [-5.00578, -0.38736, -0.22767], [-3.26662, -1.19227, 1.48494], [-4.20293, 0.05865, 2.00875], [-3.00956, -1.69578, -0.79095], [-3.47229, -0.57727, -2.07675], [-1.06771, -0.15717, -1.83820], [-2.36003, 1.57021, -2.32356], [-1.08990, 2.11222, -1.23367]],
  "nbo_charge": [-0.595, -0.002, -0.388, -0.412, -0.092, -0.071, -0.345, 0.349, -0.667, -0.239, -0.155, -0.723, -0.042, -0.198, -0.391, -0.263, -0.367, -0.241, -0.423, -0.386, -0.253, -0.421, 0.182, 0.220, 0.213, 0.203, 0.201, 0.192, 0.188, 0.222, 0.141, 0.201, 0.471, 0.227, 0.150, 0.372, 0.184, 0.219, 0.195, 0.182, 0.235, 0.195, 0.217, 0.216, 0.222, 0.218, 0.236, 0.188, 0.207, 0.208, 0.220],
  "multiplicity": 1,
  "de_lowest_kj_mol": 1693.8,
  "smiles": "C[C@H](CCc1ccc(O)cc1)N[C@H]1[C@@H]2C[C@H]3C[C@@H](C2)C[C@@H]1C3"
}

[4]
{
  "formula": "C5H8O2",
  "method": "the ωB97M-V functional and the def2-TZVPD basis",
  "symbols": ["C", "O", "C", "C", "C", "H", "H", "H", "H", "H", "H", "C", "O", "H", "H"],
  "positions_angstrom": [[-1.46144, 1.18579, -0.32903], [-0.71314, 0.35709, 0.53443], [-0.35489, -0.78937, 0.10750], [-0.41131, -1.74514, -0.78585], [0.50658, -1.89855, 0.42819], [-1.19004, 0.87038, -1.33117], [-1.04841, 2.19282, -0.08803], [-2.56073, 1.12046, -0.13895], [-0.88783, -2.15449, -1.57086], [0.20860, -2.49295, 1.24109], [1.50130, -1.84371, 0.31242], [1.56531, 1.28065, 0.42170], [1.92690, 0.48997, -0.45376], [1.88892, 1.24330, 1.40673], [1.03015, 2.18374, 0.24559]],
  "nbo_charge": [-0.252, -0.486, 0.340, -0.320, -0.401, 0.201, 0.188, 0.195, 0.212, 0.162, 0.185, 0.292, -0.524, 0.110, 0.097],
  "multiplicity": 1,
  "de_lowest_kj_mol": 501.9,
  "smiles": "COC1=CC1.C=O"
}

[5]
{
  "formula": "C44H58F30O22S",
  "method": "the ωB97M-V functional and the def2-TZVPD basis",
  "symbols": ["C", "C", "O", "C", "O", "C", "F", "F", "F", "H", "H", "H", "H", "H", "C", "C", "O", "C", "O", "C", "F", "F", "F", "H", "H", "H", "H", "H", "C", "C", "O", "C", "O", "C", "F", "F", "F", "H", "H", "H", "H", "H", "C", "C", "O", "C", "O", "C", "F", "F", "F", "H", "H", "H", "H", "H", "C", "C", "O", "C", "O", "C", "F", "F", "F", "H", "H", "H", "H", "H", "C", "C", "O", "C", "O", "C", "F", "F", "F", "H", "H", "H", "H", "H", "C", "C", "O", "C", "O", "C", "F", "F", "F", "H", "H", "H", "H", "H", "C", "C", "O", "C", "O", "C", "F", "F", "F", "H", "H", "H", "H", "H", "C", "C", "O", "C", "O", "C", "F", "F", "F", "H", "H", "H", "H", "H", "C", "C", "O", "C", "O", "C", "F", "F", "F", "H", "H", "H", "H", "H", "O", "S", "O", "C", "C", "C", "C", "H", "H", "H", "H", "H", "H", "H", "H"],
  "positions_angstrom": [[3.26277, -3.04025, -3.10081], [4.69800, -3.32653, -2.52558], [4.86296, -2.89014, -1.14501], [4.16785, -3.42795, -0.03137], [3.41404, -4.37045, -0.15177], [4.41502, -2.80804, 1.31453], [5.38781, -1.83940, 1.18873], [3.20069, -2.41850, 1.72813], [4.89536, -3.80167, 2.04785], [3.19323, -2.07753, -3.60721], [2.49096, -3.16745, -2.34172], [3.03812, -3.75601, -3.89158], [5.38443, -2.80058, -3.18911], [4.92951, -4.38639, -2.63146], [-0.28127, -4.18192, -0.86083], [-1.58658, -3.45620, -0.56614], [-2.10158, -2.63529, -1.69176], [-3.43769, -2.24185, -1.58939], [-4.16997, -2.54028, -0.58123], [-3.84920, -1.24628, -2.58961], [-5.01444, -1.52275, -3.11421], [-3.93523, -0.04017, -1.97927], [-2.99814, -1.17227, -3.58895], [0.53247, -3.49242, -0.63607], [-0.18636, -4.49176, -1.90155], [-0.23355, -5.07709, -0.24075], [-1.49652, -2.79873, 0.29857], [-2.30598, -4.22943, -0.29653], [-2.14625, 3.05459, -2.47929], [-2.02504, 2.56033, -3.92581], [-3.02660, 3.24162, -4.65814], [-4.22863, 2.54112, -4.90826], [-4.46463, 1.45267, -4.40754], [-5.04647, 3.28481, -6.04389], [-4.29215, 4.16537, -6.77366], [-5.45255, 2.37506, -6.85668], [-6.17067, 3.85249, -5.62390], [-1.94150, 4.12019, -2.37597], [-1.52250, 2.37976, -1.89308], [-3.15956, 2.94633, -2.09253], [-2.08823, 1.47845, -4.04260], [-1.04642, 2.77264, -4.35631], [-3.52840, -1.59221, 7.29363], [-2.26352, -1.65942, 6.46998], [-1.75135, -0.38115, 6.39301], [-2.23688, 0.50175, 5.50511], [-3.16397, 0.21065, 4.72777], [-1.56927, 1.83987, 5.45234], [-0.36582, 1.65528, 4.94323], [-2.23283, 2.67684, 4.69494], [-1.45626, 2.35787, 6.65816], [-4.26001, -0.82081, 7.05324], [-3.22410, -1.28742, 8.29493], [-4.00910, -2.56768, 7.36772], [-2.42062, -2.09226, 5.48202], [-1.56624, -2.25945, 7.05469], [7.61297, 3.37708, 3.19092], [6.29260, 3.47403, 2.36761], [5.51209, 2.30217, 2.74904], [4.29404, 2.06895, 2.19378], [3.72927, 2.81208, 1.35876], [3.55913, 0.82626, 2.63533], [2.49665, 1.15835, 3.34474], [3.15519, 0.24656, 1.50581], [4.34694, -0.00501, 3.35667], [7.45141, 3.29245, 4.26556], [8.21264, 4.28299, 3.10241], [8.25605, 2.57103, 2.83762], [6.52042, 3.48072, 1.30170], [5.69765, 4.37307, 2.52841], [1.09004, -1.46164, 5.23619], [1.08271, -2.79764, 4.57444], [2.27873, -3.55451, 4.88665], [2.38769, -4.16490, 6.09372], [1.42703, -4.45785, 6.82593], [3.81658, -4.59582, 6.32814], [3.94391, -5.73974, 5.76921], [4.68970, -3.74151, 5.84576], [4.02863, -4.73242, 7.65485], [0.54693, -0.71580, 4.65580], [2.15494, -1.23192, 5.19998], [0.80202, -1.39505, 6.28534], [1.24364, -2.43305, 3.55991], [0.19703, -3.41952, 4.70455], [6.23559, 2.59205, -2.37337], [6.03446, 1.19308, -2.91627], [5.69159, 1.21186, -4.32437], [5.81664, 0.10729, -5.08109], [6.43571, -0.89409, -4.68334], [5.43282, 0.22408, -6.58735], [4.84692, -0.90155, -6.98509], [4.54668, 1.20375, -6.79528], [6.43987, 0.39464, -7.39494], [6.53964, 3.35411, -3.09095], [7.04963, 2.65939, -1.65163], [5.39507, 3.09019, -1.89016], [5.31526, 0.70388, -2.25935], [6.98931, 0.66865, -2.87956], [-3.27426, -3.93462, -5.34381], [-2.84458, -3.15278, -6.58964], [-1.96390, -2.12905, -6.13246], [-0.67944, -2.47777, -5.84718], [-0.09441, -3.58241, -5.90979], [0.16640, -1.26485, -5.38901], [0.97919, -0.82838, -6.35373], [-0.66025, -0.25994, -5.08254], [0.89120, -1.51597, -4.33637], [-2.45539, -4.42686, -4.81917], [-3.94716, -4.69036, -5.74897], [-3.96326, -3.37584, -4.71045], [-3.71360, -2.68825, -7.05559], [-2.39014, -3.83280, -7.31017], [-0.04314, 4.16267, 0.89138], [-1.31860, 4.12909, 1.68104], [-2.43864, 4.48586, 0.80578], [-3.67796, 4.61759, 1.29365], [-3.99220, 4.44724, 2.48276], [-4.67994, 5.08120, 0.21287], [-4.79076, 4.18983, -0.75140], [-5.84049, 5.23959, 0.85099], [-4.23107, 6.18268, -0.33579], [0.71994, 3.60165, 1.43089], [0.30546, 5.18115, 0.72024], [-0.08190, 3.76956, -0.12453], [-1.25568, 4.81206, 2.52821], [-1.42246, 3.15265, 2.15419], [-0.54105, -0.17833, 1.67165], [-0.50325, 0.16299, 0.17848], [0.81452, 0.00019, -0.32218], [1.03168, 0.28343, -1.57760], [0.08243, 0.49904, -2.45456], [2.54918, 0.50226, -1.92534], [3.33347, -0.32008, -1.28273], [2.73259, 0.41570, -3.19933], [3.01262, 1.74246, -1.57763], [-1.54279, -0.04475, 2.08004], [0.02689, 0.47655, 2.33247], [-0.21919, -1.20976, 1.81541], [-0.79062, 1.21195, 0.10635], [-1.17523, -0.43125, -0.44074], [-3.46801, 1.32642, 0.89180], [-4.39071, 0.44123, 1.55395], [-3.91450, -0.93588, 1.89940], [-5.31283, 1.33032, 2.94083], [-6.63545, 1.77127, 2.22432], [-7.09668, 0.61402, 1.26365], [-5.81432, 0.28297, 0.40382], [-4.65783, 2.12440, 3.29934], [-5.51788, 0.59783, 3.72154], [-7.39010, 1.91995, 2.99665], [-6.48051, 2.69389, 1.66498], [-7.96753, 0.87837, 0.66379], [-7.34671, -0.36249, 1.67840], [-5.67388, 0.97898, -0.42319], [-5.66003, -0.66050, -0.11978]],
  "lowdin_charge": [-0.049, -0.153, -0.025, -0.311, 0.148, -0.526, 0.139, 0.167, 0.193, 0.046, 0.059, 0.082, 0.101, 0.117, -0.046, -0.176, 0.002, -0.259, 0.092, -0.616, 0.202, 0.157, 0.183, 0.059, 0.083, 0.086, 0.112, 0.119, -0.041, -0.217, -0.014, -0.252, 0.139, -0.559, 0.140, 0.200, 0.172, 0.085, 0.053, 0.063, 0.094, 0.128, -0.055, -0.240, 0.013, -0.308, 0.123, -0.615, 0.183, 0.201, 0.203, 0.081, 0.083, 0.087, 0.134, 0.131, -0.054, -0.165, 0.014, -0.309, 0.112, -0.560, 0.184, 0.160, 0.159, 0.076, 0.073, 0.077, 0.115, 0.124, -0.061, -0.190, 0.011, -0.323, 0.131, -0.632, 0.238, 0.197, 0.158, 0.063, 0.090, 0.083, 0.105, 0.130, -0.061, -0.175, 0.026, -0.306, 0.110, -0.583, 0.167, 0.163, 0.207, 0.081, 0.073, 0.068, 0.106, 0.125, -0.052, -0.185, 0.009, -0.297, 0.115, -0.577, 0.177, 0.148, 0.185, 0.084, 0.079, 0.063, 0.129, 0.126, -0.057, -0.182, 0.027, -0.338, 0.113, -0.595, 0.182, 0.169, 0.203, 0.077, 0.082, 0.070, 0.129, 0.105, -0.035, -0.175, 0.042, -0.256, 0.063, -0.580, 0.183, 0.205, 0.137, 0.049, 0.062, 0.072, 0.111, 0.118, -0.339, 0.717, -0.357, -0.181, -0.183, -0.174, -0.214, 0.072, 0.091, 0.109, 0.098, 0.106, 0.107, 0.089, 0.072],
  "multiplicity": 1,
  "smiles": "CCOC(=O)C(F)(F)F.CCOC(=O)C(F)(F)F.CCOC(=O)C(F)(F)F.CCOC(=O)C(F)(F)F.CCOC(=O)C(F)(F)F.CCOC(=O)C(F)(F)F.CCOC(=O)C(F)(F)F.CCOC(=O)C(F)(F)F.CCOC(=O)C(F)(F)F.CCOC(=O)C(F)(F)F.O=S1(=O)CCCC1",
  "total_energy_ha": -6760.84737
}

| no. | molar mass (g mol⁻¹) |
| --- | --- |
| 1 | 527.46 |
| 2 | 269.71 |
| 3 | 299.46 |
| 4 | 100.12 |
| 5 | 1540.93 |